(1)
164
Properties=species:S:1:pos:R:3:forces:R:3:lowdin_charge:R:1 method="wB97M-V/def2-TZVPD" spin_multiplicity=1 fmax_ev_per_a=9.090 e_homo_ev=-7.79 smiles="CCCCCCc1c(Cc2cccc(C)c2)c(Cc2ccc(C)cc2)c2c(c1B(O)O)C(=O)N(CC(=O)O)C2=O.CCN(CC)CC.CCN(CC)CC.CCN(CC)CC.CCN(CC)CC" gap_ev=6.1 total_energy_ha=-2940.329549
C 2.30748 -6.35554 0.60670 -0.71 -0.37 0.72 -0.16
C 1.85439 -5.94604 -0.91517 0.16 -0.29 -0.23 -0.27
C 3.14063 -5.54406 -1.90429 -0.54 0.90 1.94 -0.19
C 3.50412 -3.96404 -1.49372 -0.36 -0.34 -0.26 -0.21
C 2.60015 -2.85885 -2.30092 -0.48 -0.75 0.00 -0.20
C 3.08485 -1.29260 -2.08324 -1.56 0.27 0.19 -0.14
C 2.24720 -0.71762 -0.76107 -1.14 1.44 2.06 0.00
C 0.76184 -0.03580 -0.96854 0.94 -0.35 4.20 -0.02
C -0.00764 0.19447 -2.39720 0.65 -0.21 -0.64 -0.15
C -0.23378 -1.15799 -3.29476 -0.15 -3.19 -3.18 -0.15
C 0.43905 -1.15540 -4.82455 -1.86 -2.69 0.79 -0.05
C 0.29384 -2.38309 -5.90217 -1.89 -0.19 3.87 -0.08
C -0.55670 -3.72021 -5.47170 0.63 3.65 2.69 -0.04
C -1.23467 -3.76100 -3.94316 1.53 2.22 -0.64 -0.15
C -2.12171 -5.07921 -3.43541 -0.53 1.63 -0.44 -0.12
C -1.08338 -2.49224 -2.86413 1.94 0.41 -3.89 0.02
C -0.02418 0.47290 0.41735 2.50 -0.93 0.90 -0.02
C -1.54457 1.14696 0.40056 0.70 -1.01 0.53 -0.15
C -2.63785 -0.08470 0.48218 -3.01 -2.81 -0.21 -0.13
C -4.18561 0.15296 -0.07025 0.95 -3.53 1.38 -0.03
C -5.31034 -1.06704 -0.01851 3.39 -0.98 1.44 -0.03
C -4.92411 -2.55306 0.57228 2.92 2.20 0.13 -0.20
C -5.96985 -3.82517 0.66638 0.13 0.61 -0.57 -0.13
C -3.38994 -2.81457 1.11905 -0.83 3.92 -1.40 -0.04
C -2.25948 -1.59231 1.09937 -3.78 0.18 -1.40 -0.02
C 0.68785 0.32639 1.88676 2.26 -1.12 -1.32 0.02
C 2.17537 -0.32732 2.10469 -1.93 0.01 -4.14 0.02
C 2.94483 -0.84997 0.75341 -2.99 1.13 0.61 0.08
B 4.47354 -1.49346 0.98834 1.62 -0.51 -0.39 -0.44
O 4.78143 -2.60464 1.90994 0.13 3.84 -0.64 0.04
O 5.62064 -0.87721 0.23176 -2.31 -2.17 0.27 0.01
C 2.59921 -0.30945 3.68814 1.93 -2.29 0.36 -0.20
O 3.59167 -0.92955 4.33725 -6.64 4.55 -4.11 0.03
N 1.48773 0.59225 4.26258 0.70 0.77 -0.39 -0.02
C 2.12212 1.90984 4.72992 0.14 0.81 1.32 -0.05
C 3.36525 2.41412 3.77978 7.06 0.54 0.36 -0.23
O 4.65899 2.37370 4.18981 -8.80 0.00 -2.28 -0.01
O 3.16266 2.98574 2.40846 0.09 -3.03 2.27 -0.04
C 0.21944 0.75406 3.39829 -3.65 0.74 -0.82 -0.20
O -1.00663 1.12402 3.78847 8.27 -2.10 -1.99 -0.01
H 3.42396 -6.68701 0.72110 -2.07 0.68 -0.42 0.08
H 1.62959 -7.27674 0.93149 1.52 1.92 -0.58 0.08
H 2.09311 -5.50925 1.41871 0.57 -1.70 -1.94 0.08
H 1.08486 -5.05528 -0.81373 1.54 -1.79 -0.51 0.10
H 1.30637 -6.87201 -1.37792 0.93 1.81 0.84 0.10
H 2.89990 -5.67061 -3.04268 0.53 0.21 2.23 0.11
H 4.03527 -6.21613 -1.52245 -1.77 1.29 -1.19 0.11
H 3.22586 -3.89217 -0.33517 1.04 0.04 -2.41 0.11
H 4.64033 -3.78222 -1.70919 -2.03 -0.19 0.62 0.11
H 1.48543 -2.98302 -1.89263 2.43 0.47 -1.05 0.10
H 2.55110 -3.12622 -3.46144 0.25 0.67 2.48 0.12
H 2.72999 -0.65315 -3.02539 0.71 -1.40 2.12 0.11
H 4.24359 -1.15559 -1.99378 -2.33 -0.33 0.13 0.11
H 0.68210 0.93649 -3.02895 -1.45 -1.73 1.26 0.13
H -1.05070 0.73858 -2.31457 2.20 -1.24 0.34 0.11
H 1.02334 -0.19461 -5.16953 -1.26 -2.10 0.81 0.08
H 0.78277 -2.27873 -6.98516 -1.21 -0.28 2.73 0.09
H -0.67636 -4.59365 -6.25764 0.15 1.92 2.02 0.09
H -2.61731 -4.78856 -2.38954 1.36 -0.81 -2.20 0.08
H -3.04060 -5.17126 -4.18928 2.14 -0.06 1.51 0.08
H -1.49092 -6.06799 -3.38742 -1.27 2.09 -0.08 0.08
H -1.58210 -2.56690 -1.80426 1.03 0.14 -2.28 0.09
H -1.65522 1.82436 1.35602 0.30 -1.48 -1.82 0.12
H -1.67003 1.84239 -0.53953 0.10 -1.66 1.79 0.11
H -4.50490 1.20835 -0.51708 0.82 -2.58 1.10 0.09
H -6.43063 -0.90304 -0.38280 2.78 -0.26 0.83 0.09
H -5.53733 -4.78313 0.12731 -0.66 2.08 1.11 0.08
H -6.18419 -4.10806 1.78744 0.38 0.72 -2.25 0.08
H -6.96884 -3.54753 0.09917 1.98 -0.50 1.37 0.07
H -3.08411 -3.88568 1.54136 -0.74 2.66 -1.01 0.10
H -1.19828 -1.86054 1.53333 -2.33 0.84 -1.08 0.08
H 5.45799 -2.20491 2.55847 -1.21 -1.14 -1.40 0.13
H 5.96438 -1.51842 -0.45734 -0.37 0.95 1.49 0.10
H 1.30676 2.76377 4.84490 1.64 -1.94 -0.59 0.16
H 2.57465 1.74707 5.81694 -0.73 0.31 -2.59 0.16
H 3.54781 2.30368 1.75625 -0.57 1.39 1.48 0.13
C 8.24099 6.89025 -0.22965 0.03 -0.04 0.07 -0.10
C 7.03277 6.46075 0.60163 0.31 -0.15 0.05 -0.27
N 7.30164 5.35276 1.52226 -0.14 -0.23 0.01 -0.19
C 6.08278 4.79128 2.11746 0.11 -0.21 -0.22 -0.25
C 5.26994 5.69226 3.04108 -0.32 0.01 0.22 -0.08
C 8.41699 5.53887 2.45335 0.16 -0.06 -0.38 -0.25
C 8.35421 6.73196 3.40031 0.14 0.16 0.37 -0.09
H 8.64430 6.05051 -0.80482 -0.03 0.06 0.14 0.08
H 7.94344 7.67051 -0.93786 0.00 -0.09 0.10 0.07
H 9.03892 7.30534 0.39154 -0.03 -0.05 -0.06 0.06
H 6.25573 6.15142 -0.10828 -0.03 -0.14 0.30 0.12
H 6.64476 7.33805 1.12938 -0.10 0.20 0.00 0.09
H 6.33466 3.86897 2.65763 0.11 0.22 -0.09 0.10
H 5.42757 4.46335 1.29989 0.16 0.14 -0.04 0.10
H 5.73913 5.79541 4.01928 0.01 0.09 -0.02 0.05
H 4.28223 5.24816 3.21039 0.17 0.04 -0.06 0.06
H 5.10766 6.68779 2.62002 0.06 -0.04 0.03 0.07
H 9.34241 5.61523 1.86966 -0.18 0.04 -0.07 0.10
H 8.55394 4.62485 3.04619 -0.28 0.05 -0.18 0.12
H 8.00895 7.64448 2.90844 -0.01 -0.07 -0.01 0.07
H 9.35403 6.93706 3.79920 -0.09 -0.01 -0.03 0.08
H 7.70846 6.53144 4.25736 -0.03 0.13 -0.09 0.03
C 5.92431 9.23934 6.14852 0.01 -0.10 0.01 -0.09
C 6.19071 9.06789 7.64349 -0.12 -0.21 -0.18 -0.27
N 5.81958 7.75231 8.17169 -0.20 -0.09 0.30 -0.19
C 5.84198 7.69459 9.63842 -0.28 0.12 -0.17 -0.25
C 7.18959 7.87075 10.33015 0.18 -0.02 0.33 -0.10
C 6.40741 6.59275 7.49681 -0.24 0.12 -0.28 -0.24
C 7.92836 6.49974 7.44964 0.32 -0.27 -0.02 -0.09
H 4.87206 9.05331 5.91017 0.14 -0.06 0.05 0.08
H 6.16106 10.26482 5.84644 -0.01 -0.12 0.08 0.07
H 6.54423 8.57313 5.54292 -0.07 0.02 0.01 0.05
H 5.60109 9.83618 8.15878 0.06 -0.26 0.19 0.12
H 7.24354 9.29751 7.83720 0.17 0.13 0.01 0.09
H 5.39680 6.74741 9.97090 0.08 0.05 -0.25 0.11
H 5.16184 8.46851 10.01751 0.06 0.01 -0.22 0.11
H 7.80290 6.97323 10.25303 0.06 0.09 -0.05 0.05
H 7.03175 8.05388 11.39927 0.00 -0.01 -0.12 0.07
H 7.75483 8.72004 9.93782 -0.05 -0.09 0.00 0.07
H 6.03227 6.56854 6.46646 -0.01 0.16 0.10 0.09
H 6.01136 5.67108 7.94325 -0.04 0.29 0.13 0.12
H 8.40347 7.45601 7.21801 -0.06 -0.03 0.02 0.07
H 8.22881 5.79109 6.66967 -0.03 0.08 0.07 0.07
H 8.33757 6.12512 8.38982 0.05 0.14 -0.08 0.05
C -10.61553 -3.48305 2.05055 0.02 -0.04 -0.10 -0.09
C -10.96098 -2.36204 1.07111 0.18 -0.21 -0.02 -0.27
N -10.27806 -2.46354 -0.22148 0.25 0.24 -0.20 -0.19
C -10.42111 -1.25571 -1.04357 0.24 0.00 0.23 -0.26
C -11.82128 -0.89476 -1.52813 -0.19 0.23 -0.22 -0.09
C -10.44044 -3.72753 -0.94366 0.22 -0.12 0.31 -0.26
C -11.85855 -4.16099 -1.29756 -0.23 -0.23 -0.27 -0.09
H -9.53673 -3.53295 2.23039 -0.11 -0.01 -0.09 0.07
H -11.10814 -3.29913 3.01098 0.05 0.01 -0.15 0.07
H -10.95719 -4.45825 1.69402 0.06 0.05 0.03 0.06
H -10.66911 -1.42102 1.55353 0.00 0.01 -0.33 0.12
H -12.04870 -2.32905 0.95068 -0.18 0.03 0.07 0.09
H -9.75531 -1.32841 -1.91380 -0.07 -0.21 0.15 0.11
H -10.03174 -0.40644 -0.46705 -0.05 -0.19 0.12 0.11
H -12.13983 -1.53278 -2.35221 -0.07 -0.01 0.08 0.05
H -11.82447 0.13401 -1.90641 0.01 -0.11 0.06 0.07
H -12.56764 -0.94735 -0.73132 0.08 -0.03 -0.06 0.07
H -9.97881 -4.52477 -0.34847 -0.06 0.17 0.08 0.10
H -9.83956 -3.70281 -1.86234 -0.06 0.28 0.16 0.11
H -12.56500 -4.00546 -0.47867 0.07 0.02 -0.03 0.07
H -11.86710 -5.23088 -1.53433 0.00 0.11 0.04 0.07
H -12.22922 -3.63987 -2.18229 -0.08 -0.01 0.15 0.06
C -5.79343 -6.29210 -7.28867 0.09 0.01 -0.04 -0.09
C -5.48608 -4.86114 -7.72820 0.20 -0.21 0.08 -0.27
N -4.05665 -4.54135 -7.77229 0.21 0.25 0.16 -0.19
C -3.79347 -3.10743 -7.94478 -0.03 -0.07 0.32 -0.25
C -4.23454 -2.46250 -9.25439 0.00 0.30 -0.20 -0.09
C -3.21825 -5.42726 -8.58336 -0.15 -0.24 0.32 -0.26
C -3.56018 -5.56322 -10.06281 0.18 -0.09 -0.39 -0.09
H -5.35886 -6.50651 -6.30693 0.02 0.03 -0.14 0.07
H -6.87699 -6.43082 -7.21405 0.13 0.06 -0.02 0.07
H -5.42216 -7.02939 -8.00521 -0.01 0.03 0.08 0.06
H -5.97590 -4.19731 -7.00512 0.27 0.13 -0.15 0.12
H -5.96873 -4.68348 -8.69474 -0.17 0.02 -0.12 0.09
H -2.72178 -2.91560 -7.80136 -0.11 -0.23 0.00 0.10
H -4.28337 -2.57240 -7.12077 -0.03 -0.22 -0.03 0.11
H -3.56453 -2.71739 -10.07522 -0.10 -0.03 -0.03 0.05
H -4.20802 -1.37141 -9.15293 -0.01 -0.13 0.01 0.07
H -5.25548 -2.73537 -9.53358 0.09 -0.01 0.02 0.07
H -3.24163 -6.42781 -8.13471 -0.14 0.13 0.03 0.10
H -2.16778 -5.12135 -8.49081 -0.22 0.21 0.09 0.11
H -4.63407 -5.65566 -10.24183 0.06 0.03 0.05 0.07
H -3.08522 -6.46375 -10.46811 -0.06 0.09 0.04 0.07
H -3.18088 -4.71938 -10.64228 -0.16 -0.06 0.00 0.06

***

(2)
20
Properties=species:S:1:pos:R:3:forces:R:3:nbo_charge:R:1 method="wB97M-V/def2-TZVPD" spin_multiplicity=1 fmax_ev_per_a=2.973 e_homo_ev=-9.69 smiles="C[C@](NCl)(C(=O)OCl)c1ncncn1" gap_ev=8.8 total_energy_ha=-1522.040262
C 0.14943 -1.68348 -1.20071 0.12 0.07 0.13 -0.63
C 0.75095 -0.53037 -0.40033 -1.91 2.14 -0.78 -0.02
N 1.79274 0.21545 -1.08424 0.51 0.32 -0.16 -0.58
Cl 1.19141 0.99952 -2.51967 0.26 -0.38 0.16 0.09
C 1.43123 -1.08412 0.84947 0.65 -0.18 -0.91 0.79
O 2.43814 -1.72233 0.79719 0.09 -0.05 0.02 -0.55
O 0.74152 -0.78109 1.92894 -0.55 0.08 1.88 -0.48
Cl 1.37430 -1.39426 3.42073 -0.27 0.29 -0.92 0.27
C -0.42344 0.60648 -0.10632 1.50 -2.48 0.64 0.48
N -0.06923 1.82101 0.24947 0.38 0.07 -0.04 -0.47
C -1.06127 2.55115 0.73182 0.06 0.11 0.08 0.30
N -2.30114 2.13233 0.91760 -0.46 0.35 0.05 -0.47
C -2.55031 0.91859 0.46032 -0.08 -0.01 0.01 0.30
N -1.65003 0.11505 -0.07811 -0.01 -0.28 -0.11 -0.50
H 0.94815 -2.33825 -1.54412 0.06 -0.06 0.05 0.22
H -0.54911 -2.24636 -0.59116 -0.11 -0.09 0.00 0.24
H -0.38030 -1.28234 -2.06049 -0.04 -0.03 -0.02 0.24
H 2.55598 -0.39332 -1.36982 -0.16 0.00 -0.08 0.39
H -0.83170 3.56346 1.03595 0.05 0.09 0.01 0.19
H -3.55730 0.53290 0.56350 -0.07 0.05 -0.04 0.19

***

(3)
10
Properties=species:S:1:pos:R:3:forces:R:3:nbo_charge:R:1 method="wB97M-V/def2-TZVPD" spin_multiplicity=1 fmax_ev_per_a=3.987 e_homo_ev=-11.23 smiles="CC(=O)S(=O)(=O)F" gap_ev=10.7 total_energy_ha=-801.736202
C -1.20478 -0.00556 -0.70026 -3.20 -0.58 2.31 -0.75
C -0.16817 0.70848 0.07385 -0.45 -0.08 0.65 0.38
O -0.12365 1.82045 0.48678 -0.14 -0.44 -0.50 -0.43
S 1.20110 -0.45289 0.55859 2.29 -0.32 1.42 2.25
O 2.00727 -0.90437 -0.52670 -0.47 0.76 -0.37 -0.88
O 0.88007 -1.41691 1.55678 -1.01 0.31 -0.14 -0.88
F 2.00382 0.66558 1.36182 -0.05 -0.49 -0.62 -0.48
H -1.18821 0.31538 -1.66507 0.51 0.97 -3.07 0.26
H -2.32322 0.39428 -0.41156 2.81 -1.32 -0.13 0.27
H -1.08424 -1.12445 -0.73422 -0.30 1.20 0.45 0.26